A 10-piece molecular cluster, C42H78F6O34P4 overall at a distorted geometry, computed with ωB97M-V with the def2-TZVPD basis set.

- gap between HOMO and LUMO (alpha / beta) (eV) = 10.031 / 2.557
- energy (a.u.) = -6169.96241
- maximum force (eV/Å) = 6.7
- molecular weight (g mol⁻¹) = 1364.94
- HOMO level (alpha / beta) (eV) = -12.0 / -12.0

The geometry in ORCA input format:
```
! wB97M-V def2-TZVPD RIJCOSX def2/J DEFGRID3
* xyz 1 2
C 4.13 4.62 -2.13
C 3.27 3.60 -2.88
O 2.02 4.36 -2.98
C 2.02 5.28 -1.99
O 1.29 6.23 -1.83
O 3.19 5.12 -1.27
F 3.18 2.50 -2.18
H 4.60 5.23 -2.90
H 4.88 4.04 -1.59
H 3.66 3.36 -3.87
C 3.11 -0.84 -4.07
C 1.66 -0.79 -4.58
O 1.35 -2.14 -4.62
C 2.48 -2.77 -4.88
O 2.53 -3.90 -5.34
O 3.56 -1.93 -4.70
F 1.61 -0.31 -5.86
H 3.16 -0.91 -2.98
H 3.61 0.12 -4.20
H 1.09 -0.22 -3.85
C 4.77 -5.35 -0.60
C 5.42 -4.49 -1.66
O 4.37 -3.64 -2.01
C 3.58 -3.45 -0.98
O 2.89 -2.44 -0.81
O 3.71 -4.56 -0.15
F 5.81 -5.44 -2.61
H 5.39 -5.75 0.21
H 4.45 -6.21 -1.19
H 6.29 -3.94 -1.31
C 0.47 1.82 -0.39
C 1.05 0.38 -0.41
O -0.02 -0.45 -0.85
C -1.15 0.29 -0.91
O -2.30 -0.08 -1.24
O -0.89 1.55 -0.63
F 1.36 0.08 0.81
H 0.89 2.46 -1.16
H 0.63 2.36 0.54
H 1.95 0.17 -0.98
C 1.43 3.11 3.75
C 0.71 3.68 4.94
O 0.00 2.57 5.51
C 0.11 1.54 4.66
O -0.48 0.46 4.79
O 0.97 1.81 3.70
F -0.19 4.60 4.55
H 2.51 3.18 3.90
H 1.09 3.63 2.86
H 1.32 4.22 5.66
C -2.31 2.09 -3.91
C -1.94 3.55 -3.59
O -0.62 3.71 -4.03
C -0.11 2.48 -4.24
O 1.07 2.23 -4.47
O -1.07 1.55 -4.01
F -2.06 3.79 -2.32
H -2.86 1.98 -4.84
H -2.90 1.64 -3.11
H -2.57 4.25 -4.14
C 3.98 -1.42 2.09
C 4.83 -1.46 3.38
O 5.29 -2.76 3.57
P 6.50 -3.35 2.72
O 6.41 -3.11 1.26
O 7.79 -2.66 3.41
C 9.02 -2.59 2.65
C 10.21 -2.31 3.57
O 6.61 -4.91 3.21
C 6.73 -5.26 4.58
C 8.19 -5.73 4.72
H 4.61 -1.40 1.19
H 3.43 -2.36 2.05
H 3.43 -0.49 2.09
H 5.63 -0.74 3.21
H 4.26 -1.19 4.27
H 9.16 -3.54 2.13
H 8.81 -1.80 1.93
H 11.14 -2.20 3.02
H 10.11 -1.43 4.20
H 10.34 -3.20 4.19
H 6.54 -4.45 5.28
H 6.00 -6.05 4.76
H 8.49 -5.85 5.76
H 8.20 -6.74 4.30
H 8.92 -5.11 4.21
C -3.91 9.58 -3.06
C -3.24 8.62 -2.08
O -2.77 9.29 -1.01
P -2.88 8.72 0.49
O -2.31 9.58 1.54
O -4.42 8.33 0.64
C -5.41 9.25 1.15
C -6.57 9.49 0.22
O -2.18 7.25 0.32
C -2.50 6.30 1.33
C -1.34 5.34 1.71
H -4.21 9.13 -4.01
H -4.73 10.17 -2.64
H -3.20 10.34 -3.36
H -3.94 7.85 -1.75
H -2.43 8.00 -2.48
H -5.64 8.89 2.15
H -4.92 10.21 1.35
H -6.26 9.94 -0.72
H -6.93 8.50 -0.08
H -7.47 9.96 0.61
H -2.84 6.74 2.27
H -3.48 5.88 1.10
H -0.77 4.96 0.86
H -0.62 5.76 2.41
H -1.77 4.45 2.17
C -4.83 1.45 0.08
C -3.89 1.50 1.28
O -3.66 0.21 1.93
P -4.94 -0.55 2.64
O -6.06 0.32 3.02
O -4.27 -1.44 3.80
C -3.57 -0.84 4.87
C -2.63 -1.86 5.45
O -5.42 -1.71 1.57
C -4.49 -2.67 1.04
C -4.66 -4.06 1.71
H -4.68 0.57 -0.54
H -5.90 1.54 0.31
H -4.58 2.25 -0.62
H -2.89 1.79 0.96
H -4.28 2.20 2.02
H -3.02 -0.01 4.41
H -4.33 -0.43 5.53
H -3.25 -2.71 5.74
H -1.78 -2.11 4.81
H -2.26 -1.57 6.43
H -4.71 -2.73 -0.02
H -3.48 -2.27 1.10
H -4.65 -3.98 2.79
H -5.65 -4.47 1.46
H -3.87 -4.74 1.40
C -0.76 -3.43 -2.21
C -1.81 -4.06 -1.30
O -2.94 -4.69 -2.01
P -3.05 -6.34 -2.19
O -2.32 -7.20 -1.21
O -4.65 -6.58 -2.28
C -5.31 -7.26 -1.18
C -5.09 -8.77 -1.40
O -2.62 -6.65 -3.76
C -3.01 -5.76 -4.83
C -1.95 -5.73 -5.84
H 0.18 -3.20 -1.72
H -0.64 -4.09 -3.07
H -1.10 -2.47 -2.59
H -1.36 -4.78 -0.62
H -2.31 -3.24 -0.77
H -4.90 -6.93 -0.23
H -6.38 -7.04 -1.13
H -5.23 -9.10 -2.43
H -4.13 -9.20 -1.09
H -5.72 -9.28 -0.67
H -3.89 -6.25 -5.25
H -3.21 -4.72 -4.56
H -2.37 -5.32 -6.76
H -1.05 -5.22 -5.51
H -1.67 -6.76 -6.07
*
```